[1]
The ion C3H5N2O2 with charge +1 in a non-equilibrium geometry, computed with ωB97M-V/def2-TZVPD.

CARTESIAN COORDINATES (ANGSTROEM)
C1 2.38 -0.68 0.21
C2 4.70 0.14 0.02
C3 0.26 0.67 0.39
N1 3.48 0.09 0.12
N2 -1.03 0.11 -0.02
O1 5.81 0.23 -0.19
O2 1.15 -0.35 0.17
H1 2.46 -1.79 -0.03
H2 0.32 1.53 -0.20
H3 -1.49 -0.73 0.36
H4 -1.08 0.10 -1.07
H5 -1.51 0.92 0.36

Net charge: +1
E_tot: -376.83802 Ha
HOMO-LUMO gap (spin up / spin down): 6.277 / 8.154 eV
Highest occupied orbital energy (spin up / spin down): -10.4 / -14.6 eV
2S+1: 3
⟨S²⟩: 2.0108

=====

[2]
A cluster of 2 separate species, C14H10Cl2FN in total in a non-equilibrium geometry, computed with ωB97M-V/def2-TZVPD.

CARTESIAN COORDINATES (ANGSTROEM)
F1 2.66 3.12 3.47
C1 2.85 4.50 3.60
C2 1.52 5.20 3.80
C3 1.27 6.01 2.73
C4 2.34 5.88 1.75
C5 2.31 6.19 0.40
C6 3.24 5.59 -0.45
C7 4.35 4.90 0.09
C8 4.42 4.66 1.48
C9 3.35 5.04 2.27
H1 3.59 4.63 4.40
H2 0.88 4.93 4.63
H3 0.42 6.64 2.52
H4 1.48 6.78 0.01
H5 3.12 5.67 -1.52
H6 5.11 4.50 -0.57
H7 5.28 4.16 1.92
Cl1 0.82 -1.69 3.33
C10 1.90 -2.40 4.45
C11 2.16 -3.78 4.43
C12 3.02 -4.33 5.40
C13 3.59 -3.44 6.31
C14 3.27 -2.07 6.23
Cl2 3.92 -0.96 7.36
N1 2.45 -1.54 5.32
H8 1.70 -4.37 3.66
H9 3.24 -5.39 5.44
H10 4.30 -3.72 7.08

Net charge: 0
E_tot: -1614.46423 Ha
HOMO-LUMO gap: 8.876 eV
Highest occupied orbital energy: -8.4 eV
SMILES: F[C@@H]1C=Cc2ccccc21.Clc1cccc(Cl)n1

=====

[3]
The ion C3H7N3OP with charge +1 in a non-equilibrium geometry, computed with ωB97M-V/def2-TZVPD.

CARTESIAN COORDINATES (ANGSTROEM)
N1 -1.47 -0.93 -2.06
P1 -0.75 -1.69 -0.67
O1 -1.94 -2.09 0.36
C1 0.22 -0.27 0.11
C2 -0.28 0.86 0.64
N2 0.85 1.57 1.04
C3 1.94 0.90 0.78
N3 1.59 -0.24 0.20
H1 -0.67 -0.60 -2.59
H2 -1.90 -0.06 -1.72
H3 -2.26 -1.35 0.88
H4 -1.30 1.18 0.75
H5 0.84 2.49 1.47
H6 2.94 1.23 0.98
H7 2.18 -0.98 -0.15

Net charge: +1
E_tot: -699.15909 Ha
HOMO-LUMO gap: 9.468 eV
Highest occupied orbital energy: -12.9 eV
SMILES: NP(O)c1c[nH]c[nH+]1